[1]
# C25H49F3O15PS4

A 5-piece molecular cluster, C25H49F3O15PS4 overall (the ωB97M-V functional and the def2-TZVPD basis, OMol25).

Its HOMO energy is -4.03 eV. As for the energy: -4343.764426 a.u. As for the net charge: -1. The frontier orbital gap is 0.214 Eh. The LUMO energy is 1.8 eV.

Atoms and positions in Å:
O (1.42460, -1.81454, 4.28493)
C (0.81611, -1.56542, 3.09192)
C (1.67615, -1.94025, 1.74911)
C (1.71807, -0.77695, 0.59599)
C (2.38946, -1.11429, -0.87866)
O (2.13670, 0.15724, -1.63378)
P (1.93950, 1.52650, -0.51915)
C (1.56267, 3.08750, 0.58369)
C (1.88791, 2.84475, 2.17467)
C (1.64240, 4.29655, 2.96766)
F (1.08425, 3.92325, 4.31982)
F (2.89955, 5.08730, 3.09883)
F (0.61131, 5.13731, 2.31269)
O (2.24747, 0.56069, 0.90243)
C (-0.71119, -0.97417, 3.15076)
C (-1.30568, -0.47481, 4.63225)
C (-2.85244, 0.14248, 4.78893)
C (-3.84477, 0.33257, 3.49030)
C (-3.27643, -0.15559, 2.02891)
C (-1.74762, -0.81531, 1.88466)
H (2.80730, -2.10473, 2.09437)
H (1.33608, -2.98499, 1.30352)
H (0.59815, -0.58512, 0.31747)
H (1.72092, -1.99270, -1.32002)
H (3.54070, -1.39756, -0.74247)
H (0.50324, 1.41783, -0.53660)
H (1.72400, 2.25629, -1.77479)
H (3.32254, 1.94289, -0.73571)
H (2.11875, 4.04532, 0.19483)
H (0.40180, 3.30521, 0.50356)
H (3.02131, 2.57979, 2.37092)
H (1.13930, 2.08625, 2.70686)
H (-0.69039, -0.53026, 5.63322)
H (-3.30558, 0.47178, 5.84201)
H (-4.94473, 0.77052, 3.52823)
H (-3.94152, -0.04870, 1.04776)
H (-1.44261, -1.16774, 0.81144)
O (-1.52497, -0.60356, -4.78689)
S (-0.93569, -1.79913, -5.35643)
O (-0.26957, -2.79080, -4.54000)
O (0.05522, -1.36862, -6.57669)
C (1.12122, -0.46813, -6.29954)
C (2.23106, -1.13716, -5.50876)
C (-2.16567, -2.62946, -6.33073)
H (0.74759, 0.42234, -5.78222)
H (1.52207, -0.13621, -7.26358)
H (1.88709, -1.43046, -4.51333)
H (3.08071, -0.46075, -5.38131)
H (2.57164, -2.04645, -6.01454)
H (-2.65937, -1.90555, -6.97885)
H (-2.88911, -3.07314, -5.64189)
H (-1.68136, -3.41462, -6.91394)
O (2.80426, -4.79473, 0.28919)
S (2.26289, -5.92578, -0.43790)
O (0.86272, -6.28414, -0.36888)
O (3.16172, -7.24442, -0.10690)
C (3.30081, -7.64750, 1.25039)
C (2.02303, -8.26770, 1.78641)
C (2.70190, -5.76260, -2.15027)
H (3.62226, -6.80385, 1.87095)
H (4.10045, -8.39557, 1.28447)
H (1.21285, -7.53470, 1.82563)
H (2.17217, -8.65333, 2.79870)
H (1.68916, -9.08492, 1.13889)
H (3.76256, -5.52425, -2.22799)
H (2.10179, -4.95099, -2.56964)
H (2.46939, -6.69725, -2.66363)
O (5.65088, 5.38595, 0.17883)
S (4.78130, 6.40787, -0.36937)
O (4.28508, 6.34650, -1.72719)
O (5.46238, 7.86778, -0.12225)
C (6.76561, 8.10509, -0.64119)
C (6.74932, 8.26329, -2.15096)
C (3.38880, 6.60889, 0.71326)
H (7.45266, 7.30911, -0.33371)
H (7.12798, 9.03544, -0.19026)
H (6.44998, 7.33433, -2.64357)
H (7.74062, 8.53378, -2.52491)
H (6.03226, 9.03434, -2.45081)
H (3.74183, 6.69031, 1.74116)
H (2.75336, 5.72652, 0.60205)
H (2.83679, 7.50168, 0.41429)
O (-7.17786, -0.32682, 2.49971)
S (-8.22188, -1.09600, 1.85211)
O (-8.49047, -0.98520, 0.43463)
O (-9.61555, -0.88720, 2.67087)
C (-10.11276, 0.43527, 2.83786)
C (-10.67999, 0.99020, 1.54365)
C (-7.97915, -2.81348, 2.23015)
H (-9.33356, 1.09075, 3.24205)
H (-10.91276, 0.38727, 3.58479)
H (-9.89898, 1.11086, 0.78821)
H (-11.13847, 1.96929, 1.70759)
H (-11.43032, 0.31001, 1.12779)
H (-7.80704, -2.92479, 3.30058)
H (-7.10449, -3.15487, 1.67055)
H (-8.86168, -3.37166, 1.91277)

Forces on atoms 1 to 3 (eV/Å):
-3.835 1.604 -6.854
2.219 -1.115 4.897
1.456 0.553 0.091

Here are the Mulliken charges for atoms 1 to 4, given in e:
1. O -0.633
2. C 0.392
3. C -0.063
4. C -0.200

[2]
# C14H30F6N5O2PReSSb

C14H30F6N5O2PReSSb as an isolated structure (the ωB97M-V functional and the def2-TZVPD basis, OMol25).

Its HOMO energy (spin up / spin down) is -20.78 / -20.79 eV. As for the energy: -2631.388611 a.u. As for the net charge: +4. The frontier orbital gap (spin up / spin down) is 0.178 / 0.185 Eh. The LUMO energy (spin up / spin down) is -15.9 / -15.8 eV.

Atoms and positions in Å:
Re (-0.28630, -0.36949, 0.68825)
C (-2.45302, -3.63056, 2.40612)
S (-1.21870, -2.61533, 3.18990)
C (-2.25893, -1.42287, 3.98581)
O (-0.49691, -1.86986, 1.99169)
H (-3.31810, -3.69174, 3.07277)
H (-2.03470, -4.62548, 2.25661)
H (-2.73154, -3.16217, 1.45954)
H (-2.67634, -1.93723, 4.85815)
H (-3.05485, -1.09066, 3.32068)
H (-1.63053, -0.60161, 4.33086)
C (-2.25901, 4.38337, -0.90483)
N (-1.71967, 3.54110, -2.00250)
C (-0.48559, 4.10906, -2.64042)
N (0.52458, 4.04977, -1.59590)
C (0.09704, 4.86001, -0.44840)
N (-1.18063, 4.30364, 0.08401)
C (-1.04269, 3.08862, 0.77491)
P (-0.37301, 1.73550, -0.44568)
C (-1.73382, 2.18200, -1.80156)
C (1.01276, 2.74133, -1.26396)
H (-3.19265, 3.98804, -0.51510)
H (-2.40277, 5.40462, -1.24169)
H (-0.66938, 5.13536, -2.93866)
H (-0.19238, 3.52875, -3.51106)
H (-0.05972, 5.88939, -0.75878)
H (0.85668, 4.83390, 0.32792)
H (-1.99023, 2.75435, 1.18852)
H (-0.29895, 3.16428, 1.57015)
H (-2.69139, 1.83835, -1.41624)
H (-1.45106, 1.62670, -2.69983)
H (1.36029, 2.22810, -2.15926)
H (1.83718, 2.80727, -0.55351)
C (3.64262, 0.11051, 0.60336)
N (3.52736, -1.27187, 0.09686)
C (4.80080, -2.04009, -0.07039)
C (4.54652, -3.51973, 0.12132)
C (3.39830, -3.95931, -0.75900)
N (2.21118, -3.07339, -0.55292)
C (0.88373, -3.62942, -0.91122)
C (2.38731, -1.85797, -0.13333)
O (1.23786, -1.10328, 0.09014)
H (3.55445, 0.14231, 1.68895)
H (2.89210, 0.75092, 0.15265)
H (4.62263, 0.48545, 0.32590)
H (5.50564, -1.66249, 0.66551)
H (5.20676, -1.82598, -1.05911)
H (4.32276, -3.73000, 1.16863)
H (5.43964, -4.08083, -0.14191)
H (3.08922, -4.97270, -0.52133)
H (3.67077, -3.93758, -1.81465)
H (0.93904, -4.70856, -0.81792)
H (0.63141, -3.38675, -1.94287)
H (0.10892, -3.26773, -0.24470)
F (-1.80616, 0.28714, 1.42058)
Sb (-4.55929, -0.54948, -1.04089)
F (-4.55711, -1.61652, 0.45156)
F (-4.44370, 0.98175, -0.01593)
F (-5.96967, -1.41482, -1.72600)
F (-4.34402, 0.49379, -2.53663)
F (-2.72473, -0.81990, -1.10522)

Forces on atoms 1 to 3 (eV/Å):
0.498 -0.360 0.449
-0.043 -0.190 -0.264
0.118 -0.214 0.404

Here are the Mulliken charges for atoms 1 to 4, given in e:
1. Re 0.720
2. C -0.742
3. S 0.451
4. C -0.962

[3]
# C6H8N2S

One molecule with the formula C6H8N2S (the ωB97M-V functional and the def2-TZVPD basis, OMol25).

Its HOMO energy is -7.93 eV. As for the energy: -741.045307 a.u. As for the net charge: 0. The frontier orbital gap is 0.319 Eh. The LUMO energy is 0.7 eV.

Atoms and positions in Å:
C (1.83061, 2.61754, -0.17642)
C (1.00430, 1.58504, -0.05906)
N (-0.29474, 1.66312, 0.38924)
C (-0.96153, 0.47891, 0.54194)
C (-2.18333, 0.25955, 1.08357)
C (-0.03105, -0.77356, -0.03506)
N (-0.46742, -1.95516, 0.00790)
C (0.20640, -2.99858, -0.69674)
S (1.54614, -0.07522, -0.49752)
H (2.82838, 2.32573, -0.53364)
H (1.56185, 3.61345, -0.05576)
H (-0.91621, 2.45792, 0.39625)
H (-2.83215, 1.09482, 1.09479)
H (-2.42703, -0.70174, 1.28118)
H (1.17669, -3.24642, -0.26121)
H (0.42826, -2.54937, -1.66793)
H (-0.46918, -3.79603, -0.81155)

Forces on atoms 1 to 3 (eV/Å):
1.492 -2.290 -0.919
0.191 0.739 -0.227
-0.897 -1.082 -0.377

Here are the Mulliken charges for atoms 1 to 4, given in e:
1. C -0.956
2. C 0.553
3. N -0.119
4. C 0.288

[4]
# C3H10N2S

One molecule with the formula C3H10N2S (the ωB97M-V functional and the def2-TZVPD basis, OMol25).

Its HOMO energy is -8.94 eV. As for the energy: -627.975713 a.u. As for the net charge: 0. The frontier orbital gap is 0.362 Eh. The LUMO energy is 0.9 eV.

Atoms and positions in Å:
N (-2.59387, 0.33437, -0.26736)
C (-1.51794, -0.46620, 0.38073)
C (-0.14596, -0.01266, -0.20322)
S (1.17401, -1.38538, -0.12802)
C (0.41516, 1.24294, 0.42946)
N (1.62098, 1.72426, -0.14286)
H (-2.73723, 0.06554, -1.24468)
H (-3.46650, 0.29748, 0.19937)
H (-1.66891, -1.51397, 0.12840)
H (-1.50892, -0.25594, 1.44507)
H (-0.27809, 0.26717, -1.28695)
H (1.06616, -1.74048, 1.17137)
H (-0.32138, 2.01573, 0.22535)
H (0.52181, 1.09401, 1.57592)
H (1.56062, 1.81527, -1.15560)
H (2.35103, 1.12628, 0.21985)

Forces on atoms 1 to 3 (eV/Å):
1.339 0.206 -0.545
-0.004 0.693 -1.702
0.148 -0.835 -0.197

Here are the Mulliken charges for atoms 1 to 4, given in e:
1. N -0.562
2. C -0.576
3. C 0.118
4. S -0.222

[5]
# C6H10O4

One molecule with the formula C6H10O4 (the ωB97M-V functional and the def2-TZVPD basis, OMol25).

Its HOMO energy is -9.59 eV. As for the energy: -535.516286 a.u. As for the net charge: 0. The frontier orbital gap is 0.380 Eh. The LUMO energy is 0.7 eV.

Atoms and positions in Å:
O (-1.17841, 1.81426, 0.82388)
C (-0.66122, 1.25224, -0.38639)
C (-1.18444, -0.27068, -0.57705)
O (-2.54398, -0.23619, -0.28412)
C (-0.35503, -1.33385, 0.18119)
O (-0.46359, -1.05800, 1.59069)
C (1.06342, -1.20990, -0.34427)
C (1.72622, 0.09140, -0.25097)
O (1.39017, 0.81954, 0.88600)
C (0.91387, 1.28649, -0.33718)
H (-0.69404, 1.42583, 1.60382)
H (-1.01081, 1.83235, -1.23431)
H (-1.14277, -0.45934, -1.75716)
H (-2.61280, -0.00956, 0.68299)
H (-0.69338, -2.32568, -0.09499)
H (0.41455, -0.66476, 1.88614)
H (1.15915, -1.54243, -1.38909)
H (1.70487, -1.97180, 0.13522)
H (2.76074, 0.27682, -0.54737)
H (1.40748, 2.28325, -0.58704)

Forces on atoms 1 to 3 (eV/Å):
0.672 -0.407 0.255
1.523 -1.880 0.759
0.262 1.425 -2.433

Here are the Mulliken charges for atoms 1 to 4, given in e:
1. O -0.597
2. C -0.267
3. C -0.269
4. O -0.578

[6]
# C4H4O

One molecule with the formula C4H4O (the ωB97M-V functional and the def2-TZVPD basis, OMol25).

Its HOMO energy is -9.30 eV. As for the energy: -229.912839 a.u. As for the net charge: 0. The frontier orbital gap is 0.382 Eh. The LUMO energy is 1.1 eV.

Atoms and positions in Å:
O (-2.43987, -0.65830, 0.20738)
C (-1.62346, 0.28283, -0.00352)
C (-0.05426, 0.35658, -0.15546)
C (0.46338, -0.96745, -0.51387)
C (0.55324, -0.75074, 0.72056)
H (-2.11672, 1.27571, -0.13961)
H (0.37844, 1.37917, -0.35555)
H (0.90185, -1.25677, -1.48373)
H (0.84684, -0.80091, 1.79340)

Forces on atoms 1 to 3 (eV/Å):
3.825 2.334 -0.585
-2.017 -0.237 -0.164
-3.769 -0.265 1.457

Here are the Mulliken charges for atoms 1 to 4, given in e:
1. O -0.510
2. C 0.096
3. C -0.360
4. C -0.285

> Which value of energy does entry 2 give?

-2631.388611 a.u.

> The lowest net charge belongs to which entry?

C25H49F3O15PS4

> Which formula does entry 1 have?

C25H49F3O15PS4